The following is a DFT calculation (wB97M-V/def2-TZVPD) of the ion C10H15FPS with charge +1 at a distorted geometry.

Last column: natural (NBO) charge in e.
CARTESIAN COORDINATES (ANGSTROEM)
1 C -2.424 -0.355 4.312  -0.650
2 C -2.069 -0.294 2.796  0.034
3 C -2.055 -1.460 1.918  -0.210
4 C -1.674 -1.384 0.495  -0.186
5 C -1.319 -0.073 -0.009  -0.095
6 C -0.848 0.203 -1.488  -0.540
7 S 0.810 1.054 -1.309  0.884
8 F 1.495 0.245 -0.024  -0.451
9 P 2.022 0.652 -3.003  0.692
10 C 3.677 1.476 -2.586  -0.916
11 C 2.456 -1.180 -3.122  -0.933
12 C -1.356 1.123 0.864  -0.231
13 C -1.727 1.048 2.257  -0.185
14 H -3.220 0.391 4.567  0.239
15 H -1.494 -0.032 4.863  0.234
16 H -2.678 -1.377 4.682  0.234
17 H -2.343 -2.427 2.405  0.238
18 H -1.657 -2.284 -0.164  0.236
19 H -1.542 0.987 -1.886  0.283
20 H -0.790 -0.722 -2.109  0.265
21 H 4.431 1.261 -3.388  0.279
22 H 3.479 2.582 -2.514  0.264
23 H 4.024 1.133 -1.571  0.257
24 H 1.799 -1.715 -3.851  0.267
25 H 2.295 -1.607 -2.090  0.259
26 H 3.530 -1.308 -3.414  0.276
27 H -1.095 2.124 0.447  0.216
28 H -1.728 1.943 2.923  0.239

Results
* LUMO level: -4.643 eV
* orbital gap: 7.37 eV
* net charge: +1

=====

The following is a DFT calculation (wB97M-V/def2-TZVPD) of a structure of composition C35H25F2N2PdS at a distorted geometry.

Last column: Löwdin spin population.
CARTESIAN COORDINATES (ANGSTROEM)
1 Pd -0.033 -0.358 0.852  0.976
2 F 2.721 2.390 4.283  -0.013
3 C 2.784 1.540 3.255  0.020
4 C 1.898 1.667 2.232  0.157
5 C 1.958 0.782 1.098  0.066
6 C 2.900 -0.342 1.171  0.162
7 C 3.813 -0.335 2.223  -0.002
8 F 4.722 -1.315 2.306  -0.016
9 C 3.790 0.569 3.262  0.199
10 C 2.711 -1.528 0.339  0.025
11 C 3.721 -2.429 -0.019  0.032
12 C 3.403 -3.565 -0.734  0.000
13 C 2.082 -3.803 -1.094  0.036
14 C 1.137 -2.861 -0.739  0.008
15 N 1.445 -1.759 -0.061  0.133
16 H 1.212 2.500 2.247  0.006
17 H 4.501 0.506 4.074  0.011
18 H 4.745 -2.225 0.252  0.002
19 H 4.179 -4.264 -1.016  -0.001
20 H 1.793 -4.688 -1.642  0.002
21 H 0.094 -2.981 -1.008  0.000
22 C -2.274 -0.251 -1.538  0.002
23 C -2.926 -0.753 -0.288  0.017
24 C -4.326 -0.879 -0.229  -0.011
25 C -4.913 -1.392 0.891  0.013
26 C -4.112 -1.803 1.976  0.005
27 C -4.652 -2.404 3.135  0.130
28 C -3.834 -2.821 4.156  -0.006
29 C -2.457 -2.622 4.077  0.118
30 C -1.881 -1.990 2.975  0.058
31 S -0.204 -1.634 3.003  0.611
32 C -2.715 -1.605 1.873  0.043
33 N -2.161 -1.081 0.748  0.046
34 H -2.601 -0.844 -2.393  0.000
35 H -1.190 -0.308 -1.463  -0.001
36 H -2.567 0.783 -1.728  0.001
37 H -4.920 -0.575 -1.080  -0.001
38 H -5.989 -1.499 0.958  0.000
39 H -5.724 -2.544 3.199  0.006
40 H -4.256 -3.297 5.030  -0.003
41 H -1.814 -2.942 4.885  0.003
42 C 0.558 1.013 -5.413  0.137
43 C 1.813 0.496 -5.097  -0.008
44 C 2.226 0.428 -3.787  0.109
45 C 1.398 0.877 -2.725  0.038
46 C 0.122 1.389 -3.074  0.107
47 C -0.279 1.456 -4.391  -0.007
48 C 1.896 0.743 -1.408  0.408
49 C 1.353 1.199 -0.148  0.231
50 C 0.433 2.374 -0.074  0.020
51 C 0.779 3.594 -0.650  0.013
52 C -0.061 4.690 -0.528  -0.002
53 C -1.265 4.584 0.156  0.013
54 C -1.625 3.373 0.732  0.004
55 C -0.774 2.286 0.624  0.051
56 H 0.236 1.067 -6.444  0.008
57 H 2.466 0.149 -5.888  -0.003
58 H 3.207 0.032 -3.550  0.004
59 H -0.548 1.728 -2.299  0.005
60 H -1.252 1.863 -4.633  -0.003
61 H 2.853 0.239 -1.351  0.017
62 H 1.707 3.676 -1.202  0.002
63 H 0.225 5.638 -0.966  0.000
64 H -1.914 5.443 0.253  0.001
65 H -2.563 3.275 1.263  0.000
66 H -1.053 1.343 1.133  0.017

Results
* LUMO level (alpha / beta): -3.276 / -5.310 eV
* orbital gap (alpha / beta): 5.18 / 5.29 eV
* net charge: +1
* energy above the lowest of the compared OMol25 structures with the same formula, charge and spin: 0.0 kcal per mole
* expectation value of S²: 6.1091
* spin multiplicity: 5

=====

The following is a DFT calculation (wB97M-V/def2-TZVPD) of a structure of composition C45H41ClGeMnN2OPS at a distorted geometry.

Last column: Löwdin charge in e.
CARTESIAN COORDINATES (ANGSTROEM)
1 Mn -0.183 1.054 0.767  0.311
2 C 0.443 1.501 4.279  -0.037
3 C 1.535 0.641 3.639  -0.353
4 C 2.350 1.420 2.609  -0.033
5 C 0.956 -0.613 2.958  -0.239
6 C 0.509 -1.701 3.952  -0.039
7 O -0.854 -1.931 3.628  0.053
8 C -1.204 -1.133 2.639  -0.274
9 N -0.282 -0.330 2.195  0.057
10 C -2.571 -1.314 2.170  -0.113
11 C -3.406 -2.114 2.963  0.018
12 C -4.690 -2.419 2.559  -0.022
13 C -5.162 -1.939 1.344  -0.017
14 C -4.352 -1.134 0.560  -0.061
15 C -3.059 -0.802 0.960  -0.256
16 P -2.156 0.362 -0.123  1.103
17 C -3.330 1.745 0.033  -0.353
18 C -3.225 2.504 1.199  -0.123
19 C -4.150 3.491 1.478  -0.072
20 C -5.182 3.740 0.587  -0.041
21 C -5.293 2.987 -0.570  -0.044
22 C -4.378 1.988 -0.849  -0.081
23 C -2.347 -0.389 -1.761  -0.352
24 C -2.351 -1.779 -1.896  -0.083
25 C -2.479 -2.347 -3.151  -0.044
26 C -2.581 -1.546 -4.278  -0.052
27 C -2.566 -0.165 -4.148  -0.065
28 C -2.439 0.413 -2.899  -0.130
29 H 0.884 2.295 4.874  0.097
30 H -0.200 0.919 4.937  0.091
31 H -0.186 1.972 3.518  0.053
32 H 2.214 0.300 4.427  0.154
33 H 1.755 1.587 1.683  0.043
34 H 3.232 0.849 2.324  0.093
35 H 2.676 2.379 2.999  0.101
36 H 1.705 -0.999 2.249  0.129
37 H 0.558 -1.376 4.996  0.143
38 H 1.049 -2.643 3.831  0.143
39 H -3.026 -2.498 3.898  0.129
40 H -5.320 -3.034 3.184  0.123
41 H -6.155 -2.191 1.006  0.123
42 H -4.721 -0.756 -0.383  0.115
43 H -2.433 2.304 1.919  0.094
44 H -4.078 4.060 2.392  0.114
45 H -5.905 4.514 0.798  0.119
46 H -6.104 3.167 -1.256  0.118
47 H -4.491 1.394 -1.741  0.102
48 H -2.260 -2.405 -1.019  0.110
49 H -2.511 -3.420 -3.253  0.118
50 H -2.671 -1.997 -5.253  0.121
51 H -2.657 0.461 -5.022  0.120
52 H -2.415 1.488 -2.802  0.033
53 Cl -1.063 5.350 1.301  0.636
54 C 0.231 4.097 1.151  -0.537
55 H 0.406 3.698 2.153  0.057
56 H 1.134 4.602 0.785  0.100
57 S -0.955 3.557 -2.380  0.982
58 C -0.527 3.269 -0.935  -0.755
59 N -0.170 3.052 0.236  -0.142
60 C 0.854 0.223 -0.268  -0.030
61 Ge 2.449 -0.709 -1.032  1.016
62 C 3.775 0.741 -0.715  -0.290
63 C 5.070 0.558 -0.255  -0.101
64 C 5.948 1.631 -0.202  -0.061
65 C 5.545 2.886 -0.621  -0.059
66 C 4.251 3.074 -1.080  -0.069
67 C 3.371 2.008 -1.121  -0.131
68 C 2.425 -2.431 -0.030  -0.294
69 C 3.443 -2.872 0.806  -0.108
70 C 3.349 -4.114 1.414  -0.069
71 C 2.245 -4.918 1.192  -0.064
72 C 1.225 -4.479 0.360  -0.068
73 C 1.316 -3.241 -0.249  -0.117
74 C 2.210 -0.977 -2.982  -0.276
75 C 3.270 -1.492 -3.718  -0.096
76 C 3.144 -1.662 -5.085  -0.061
77 C 1.961 -1.320 -5.719  -0.059
78 C 0.904 -0.805 -4.986  -0.072
79 C 1.027 -0.631 -3.619  -0.111
80 H 5.413 -0.422 0.043  0.093
81 H 6.955 1.484 0.157  0.115
82 H 6.239 3.712 -0.605  0.115
83 H 3.937 4.050 -1.420  0.109
84 H 2.359 2.139 -1.494  0.084
85 H 4.319 -2.259 0.973  0.092
86 H 4.147 -4.456 2.056  0.114
87 H 2.182 -5.890 1.655  0.114
88 H 0.366 -5.107 0.179  0.110
89 H 0.532 -2.898 -0.916  0.092
90 H 4.196 -1.755 -3.223  0.108
91 H 3.969 -2.056 -5.658  0.115
92 H 1.864 -1.447 -6.786  0.113
93 H -0.018 -0.533 -5.478  0.095
94 H 0.210 -0.222 -3.034  0.071

Results
* LUMO level (alpha / beta): -6.287 / -6.288 eV
* orbital gap (alpha / beta): 7.37 / 7.37 eV
* net charge: +2
* energy above the lowest of the compared OMol25 structures with the same formula, charge and spin: 0.0 kcal per mole

=====

The following is a DFT calculation (wB97M-V/def2-TZVPD) of a structure of composition C28H48N6SbSeSi4Ti at a distorted geometry.

Last column: Löwdin spin population.
CARTESIAN COORDINATES (ANGSTROEM)
1 Ti 0.159 -0.550 0.476  -0.001
2 C 0.529 1.219 -2.898  0.058
3 Sb 0.964 -0.867 -3.343  0.640
4 C -0.182 -2.196 -0.888  0.026
5 C -0.141 -3.034 0.328  0.004
6 C 0.184 -4.381 0.428  0.000
7 C 0.051 -5.009 1.658  0.000
8 C -0.431 -4.277 2.739  0.000
9 C -0.738 -2.942 2.563  0.000
10 N -0.560 -2.319 1.394  0.001
11 Si -1.873 -2.374 -1.745  0.020
12 C -1.784 -4.040 -2.690  0.003
13 C -2.531 -1.076 -2.985  0.040
14 C -3.170 -2.584 -0.349  0.002
15 C 3.272 -1.132 -0.052  0.001
16 C 2.875 0.200 0.487  0.000
17 C 3.790 0.965 1.209  0.000
18 C 3.509 2.279 1.526  0.000
19 C 2.312 2.827 1.062  0.000
20 C 1.421 2.008 0.416  0.000
21 N 1.656 0.699 0.173  0.000
22 Si 3.916 -2.318 1.371  0.000
23 C 3.828 -4.112 0.695  0.000
24 C 2.750 -2.181 2.869  0.000
25 C 5.707 -2.157 2.007  0.000
26 Si 4.584 -0.661 -1.457  0.011
27 C 4.881 -2.240 -2.488  0.008
28 C 6.237 -0.028 -0.734  0.000
29 C 4.098 0.807 -2.572  0.037
30 H 0.227 1.743 -3.798  0.000
31 H 1.392 1.717 -2.471  0.010
32 H -0.286 1.238 -2.180  0.007
33 H 0.487 -4.932 -0.452  0.000
34 H 0.283 -6.058 1.769  0.000
35 H -0.577 -4.741 3.701  0.000
36 H -1.160 -2.351 3.368  0.000
37 H -0.982 -4.056 -3.423  0.002
38 H -2.716 -4.204 -3.220  0.000
39 H -1.644 -4.880 -2.016  0.000
40 H -2.159 -1.252 -3.992  0.015
41 H -2.279 -0.061 -2.693  0.002
42 H -3.615 -1.141 -3.010  0.004
43 H -3.027 -3.508 0.207  0.000
44 H -4.175 -2.600 -0.759  0.000
45 H -3.118 -1.759 0.358  0.000
46 H 4.715 0.516 1.525  0.000
47 H 4.202 2.871 2.101  0.000
48 H 2.074 3.865 1.226  0.000
49 H 0.470 2.397 0.058  0.000
50 H 2.819 -4.512 0.726  0.000
51 H 4.449 -4.757 1.308  0.000
52 H 4.192 -4.194 -0.325  0.000
53 H 1.710 -2.108 2.559  0.000
54 H 2.961 -1.309 3.480  0.000
55 H 2.839 -3.058 3.505  0.000
56 H 6.422 -2.483 1.260  0.000
57 H 5.808 -2.823 2.861  0.000
58 H 5.989 -1.165 2.341  0.000
59 H 5.391 -3.011 -1.917  0.000
60 H 5.510 -2.002 -3.338  0.000
61 H 3.958 -2.657 -2.883  0.007
62 H 6.651 -0.633 0.061  0.000
63 H 6.128 0.984 -0.360  0.000
64 H 6.976 0.007 -1.529  0.000
65 H 3.533 0.503 -3.449  0.031
66 H 4.996 1.311 -2.917  0.003
67 H 3.511 1.539 -2.028  0.000
68 N 2.129 -1.929 -0.510  0.012
69 C 0.974 -1.497 -1.247  0.056
70 H 2.450 -2.834 -0.838  0.000
71 C -4.815 1.250 1.506  0.000
72 Si -3.541 2.260 0.503  0.000
73 C -2.787 3.735 1.459  0.000
74 C -4.158 2.745 -1.242  0.000
75 Se -1.783 0.806 -0.018  0.001
76 H -5.698 1.838 1.729  0.000
77 H -4.389 0.912 2.447  0.000
78 H -5.125 0.369 0.949  0.000
79 H -3.538 4.477 1.710  0.000
80 H -2.020 4.221 0.863  0.000
81 H -2.324 3.399 2.383  0.000
82 H -5.016 3.407 -1.211  0.000
83 H -4.430 1.854 -1.799  0.000
84 H -3.363 3.240 -1.794  0.000
85 N -2.100 -0.563 6.093  0.000
86 C -1.357 -0.114 5.335  0.000
87 N -0.508 0.436 4.537  0.000
88 C -0.124 0.174 3.387  0.000
89 N 0.402 0.048 2.340  0.000

Results
* LUMO level (alpha / beta): -0.103 / -0.713 eV
* orbital gap (alpha / beta): 6.51 / 5.89 eV
* net charge: 0
* energy above the lowest of the compared OMol25 structures with the same formula, charge and spin: 14.8 kcal per mole
* expectation value of S²: 0.7540
* spin multiplicity: 2

=====

The lowest net charge belongs to which entry? C28H48N6SbSeSi4Ti